# 1
# C26H55Cl18N4O

A cluster of 10 separate species, C26H55Cl18N4O in total (wB97M-V/def2-TZVPD, the Open Molecules 2025 dataset).

Its largest force on an atom is 4.6 eV/A. For the total energy, the calculation gives -9600.99617 a.u. The calculation puts the HOMO energy at -11.7 eV.

ORCA input file:
```
! wB97M-V def2-TZVPD RIJCOSX def2/J DEFGRID3
* xyz 1 1
C -3.292 3.610 -0.016
O -2.744 3.620 1.350
C -1.648 4.596 1.484
C -0.162 3.927 1.659
C 0.048 2.498 0.868
C -0.259 1.221 1.896
C -1.780 0.557 1.779
N -1.486 -0.879 1.296
C -1.344 -1.736 2.534
N -1.468 -3.226 2.303
C -0.258 -0.646 0.443
N 0.026 -0.957 -0.872
N 0.657 0.115 1.378
H -2.614 2.988 -0.767
H -4.334 3.069 0.001
H -3.445 4.672 -0.494
H -1.884 5.216 2.476
H -1.702 5.390 0.601
H 0.701 4.660 1.298
H 0.048 3.714 2.799
H 1.171 2.500 0.480
H -0.616 2.391 -0.111
H -0.154 1.512 3.043
H -2.192 1.053 0.782
H -2.521 0.697 2.674
H -0.362 -1.561 3.150
H -2.238 -1.418 3.258
H -0.685 -3.619 1.735
H -2.409 -3.472 1.922
H 0.961 -1.267 -1.237
H -0.759 -0.788 -1.570
H 1.568 0.410 0.960
Cl 2.888 1.922 2.261
C 3.469 2.883 3.645
C 2.548 2.768 4.850
Cl 0.977 3.561 4.575
H 3.574 3.921 3.316
H 4.463 2.504 3.898
H 3.005 3.261 5.714
H 2.360 1.723 5.115
Cl 1.415 -4.719 1.416
C 1.817 -5.482 -0.143
C 1.279 -4.691 -1.326
Cl -0.499 -4.745 -1.418
H 1.427 -6.504 -0.131
H 2.908 -5.536 -0.197
H 1.657 -5.117 -2.260
H 1.586 -3.642 -1.281
Cl -3.718 5.559 -2.969
C -4.405 7.192 -2.780
C -3.386 8.185 -2.241
Cl -2.948 7.847 -0.548
H -5.280 7.118 -2.126
H -4.746 7.509 -3.769
H -3.805 9.195 -2.264
H -2.468 8.183 -2.837
Cl 4.097 -2.676 -1.332
C 5.040 -1.302 -0.700
C 4.151 -0.145 -0.271
Cl 3.362 0.648 -1.658
H 5.754 -0.997 -1.472
H 5.606 -1.674 0.159
H 4.753 0.620 0.230
H 3.371 -0.472 0.423
Cl 1.059 2.255 -4.753
C 2.191 1.508 -5.908
C 1.892 0.033 -6.133
Cl 2.244 -0.952 -4.691
H 3.208 1.660 -5.533
H 2.090 2.055 -6.849
H 2.520 -0.354 -6.941
H 0.845 -0.128 -6.408
Cl -4.358 -5.337 5.761
C -4.289 -3.786 4.887
C -4.705 -2.614 5.763
Cl -6.441 -2.654 6.161
H -4.922 -3.869 3.998
H -3.255 -3.654 4.557
H -4.524 -1.673 5.235
H -4.142 -2.592 6.700
Cl -3.607 -4.454 -0.391
C -5.111 -4.796 0.501
C -6.099 -3.642 0.423
Cl -5.537 -2.212 1.324
H -4.846 -5.029 1.537
H -5.549 -5.692 0.052
H -7.054 -3.940 0.867
H -6.285 -3.341 -0.612
Cl 5.881 -7.724 2.088
C 4.306 -7.550 2.904
C 3.346 -8.674 2.545
Cl 2.813 -8.586 0.847
H 3.895 -6.570 2.643
H 4.505 -7.560 3.980
H 2.446 -8.605 3.163
H 3.798 -9.657 2.709
Cl 3.703 3.259 -8.204
C 3.015 4.892 -8.014
C 4.034 5.884 -7.475
Cl 4.472 5.547 -5.782
H 2.141 4.818 -7.360
H 2.675 5.209 -9.004
H 3.616 6.895 -7.498
H 4.952 5.883 -8.071
*
```

# 2
# C26H55Cl20N4

A cluster of 11 separate species, C26H55Cl20N4 in total (wB97M-V/def2-TZVPD, the Open Molecules 2025 dataset).

Its largest force on an atom is 1.6 eV/A. For the total energy, the calculation gives -10446.37301 a.u. The calculation puts the HOMO energy at -11.7 eV.

ORCA input file:
```
! wB97M-V def2-TZVPD RIJCOSX def2/J DEFGRID3
* xyz 1 1
N 2.182 1.022 -1.551
C 0.826 1.357 -1.968
N 0.904 1.704 -3.383
N 0.269 2.486 -1.212
C -0.046 0.095 -1.818
C -1.534 0.298 -1.604
C -2.057 0.966 -0.333
C -3.069 2.035 -0.822
C -3.062 1.883 -2.277
N -2.261 0.976 -2.676
H 2.631 1.789 -1.070
H 2.229 0.193 -0.980
H 1.533 2.492 -3.481
H -0.002 1.951 -3.765
H 0.350 3.347 -1.730
H 0.692 2.591 -0.299
H 0.087 -0.473 -2.736
H 0.285 -0.548 -1.012
H -1.936 -0.717 -1.587
H -1.298 1.515 0.198
H -2.512 0.281 0.368
H -4.074 1.901 -0.436
H -2.741 3.044 -0.576
H -3.644 2.436 -2.996
H -2.159 0.738 -3.659
Cl -1.146 0.674 -5.906
C 0.587 0.460 -6.325
C 0.749 0.188 -7.796
Cl 0.086 -1.402 -8.247
H 0.971 -0.354 -5.718
H 1.102 1.373 -6.044
H 1.809 0.181 -8.041
H 0.252 0.941 -8.400
Cl 1.782 2.070 1.747
C 1.659 3.270 3.066
C 0.239 3.717 3.273
Cl -0.376 4.677 1.892
H 2.317 4.095 2.816
H 2.027 2.788 3.969
H 0.185 4.354 4.154
H -0.431 2.873 3.410
Cl -2.634 -2.175 -4.865
C -3.807 -2.470 -3.551
C -3.381 -3.609 -2.657
Cl -3.441 -5.161 -3.516
H -4.772 -2.670 -4.010
H -3.885 -1.555 -2.963
H -4.057 -3.682 -1.806
H -2.367 -3.471 -2.290
Cl 5.932 2.788 3.011
C 6.327 1.092 3.414
C 5.080 0.340 3.789
Cl 4.366 0.883 5.331
H 7.076 1.096 4.201
H 6.755 0.640 2.521
H 5.291 -0.722 3.891
H 4.322 0.468 3.024
Cl 6.534 6.187 -1.852
C 6.748 5.201 -0.385
C 6.575 3.732 -0.659
Cl 4.883 3.324 -1.066
H 6.037 5.551 0.358
H 7.757 5.383 -0.018
H 6.833 3.162 0.231
H 7.199 3.404 -1.485
Cl 2.478 -1.560 2.581
C 1.928 -2.131 4.191
C 0.583 -1.561 4.522
Cl 0.676 0.193 4.813
H 2.677 -1.847 4.923
H 1.870 -3.215 4.144
H 0.180 -2.003 5.428
H -0.118 -1.733 3.709
Cl -3.837 7.711 0.325
C -3.458 5.996 0.605
C -4.693 5.181 0.890
Cl -5.418 5.581 2.462
H -2.751 5.935 1.425
H -2.973 5.627 -0.300
H -4.430 4.123 0.924
H -5.452 5.332 0.125
Cl 2.140 -3.870 7.156
C 1.946 -3.172 8.790
C 0.712 -2.321 8.909
Cl 0.800 -0.812 7.954
H 2.847 -2.608 9.011
H 1.875 -4.007 9.484
H 0.577 -2.033 9.950
H -0.172 -2.861 8.579
Cl -4.605 -4.420 -8.090
C -4.442 -5.830 -7.010
C -5.324 -6.977 -7.428
Cl -7.052 -6.610 -7.192
H -4.674 -5.499 -6.003
H -3.399 -6.137 -7.045
H -5.096 -7.850 -6.820
H -5.176 -7.229 -8.475
Cl -0.756 -4.625 4.764
C -1.048 -5.554 3.268
C -1.578 -4.689 2.155
Cl -3.228 -4.095 2.472
H -1.730 -6.364 3.511
H -0.093 -5.981 2.966
H -1.616 -5.269 1.235
H -0.940 -3.823 1.999
*
```

# 3
# C26H55N4O2

A cluster of 4 separate species, C26H55N4O2 in total (wB97M-V/def2-TZVPD, the Open Molecules 2025 dataset).

Its largest force on an atom is 1.4 eV/A. For the total energy, the calculation gives -1392.84094 a.u. The calculation puts the HOMO energy at -12.8 eV.

ORCA input file:
```
! wB97M-V def2-TZVPD RIJCOSX def2/J DEFGRID3
* xyz 1 1
C 0.313 -3.695 2.159
C 0.376 -3.132 1.106
C 0.408 -2.358 -0.130
N 0.579 -0.946 0.243
C 1.273 -0.059 -0.428
N 1.387 1.197 0.036
N 1.880 -0.456 -1.608
N 1.140 -0.330 -2.856
C 2.027 0.321 -3.820
C 1.818 -0.107 -5.241
O 2.852 1.110 -3.458
C -0.120 0.434 -2.709
C -1.376 -0.383 -2.577
O -0.114 1.628 -2.730
H 0.090 -4.011 3.153
H 1.248 -2.683 -0.740
H -0.540 -2.491 -0.652
H 0.139 -0.652 1.110
H 1.416 1.275 1.050
H 2.114 1.732 -0.427
H 2.807 -0.049 -1.706
H 2.621 -0.774 -5.545
H 1.838 0.793 -5.855
H 0.845 -0.578 -5.363
H -1.222 -1.377 -2.993
H -1.627 -0.486 -1.520
H -2.171 0.119 -3.121
C -1.392 2.507 5.403
C -0.065 2.153 4.740
C -0.217 1.190 3.566
C -0.787 -0.186 3.913
C 0.014 -0.986 4.942
C 1.438 -1.260 4.471
H -1.881 1.629 5.828
H -1.239 3.218 6.215
H -2.077 2.963 4.686
H 0.619 1.735 5.483
H 0.406 3.070 4.376
H 0.767 1.059 3.094
H -0.863 1.652 2.810
H -0.835 -0.780 2.988
H -1.820 -0.087 4.252
H -0.507 -1.932 5.113
H 0.039 -0.478 5.909
H 1.421 -1.778 3.510
H 1.986 -1.878 5.183
H 2.000 -0.332 4.346
C -7.177 -1.989 -6.970
C -7.003 -2.762 -5.666
C -6.714 -1.867 -4.461
C -5.420 -1.058 -4.557
C -4.156 -1.894 -4.758
C -3.877 -2.858 -3.608
H -6.271 -1.446 -7.244
H -7.413 -2.666 -7.792
H -7.992 -1.268 -6.888
H -6.210 -3.506 -5.783
H -7.918 -3.324 -5.464
H -6.696 -2.483 -3.557
H -7.547 -1.170 -4.329
H -5.313 -0.465 -3.642
H -5.499 -0.336 -5.374
H -3.306 -1.212 -4.868
H -4.216 -2.452 -5.695
H -3.778 -2.319 -2.662
H -2.949 -3.408 -3.784
H -4.673 -3.593 -3.494
C 3.659 3.278 4.625
C 3.432 2.420 3.385
C 4.477 1.320 3.197
C 5.907 1.818 2.992
C 6.082 2.763 1.803
C 5.731 2.124 0.462
H 4.609 3.811 4.574
H 2.871 4.023 4.732
H 3.661 2.663 5.526
H 3.395 3.066 2.501
H 2.446 1.944 3.464
H 4.189 0.695 2.342
H 4.454 0.658 4.068
H 6.559 0.950 2.857
H 6.257 2.316 3.899
H 7.122 3.094 1.774
H 5.481 3.665 1.945
H 6.344 1.239 0.279
H 5.900 2.821 -0.359
H 4.680 1.821 0.425
*
```

# 4
# C26H56BClO2P

The ion C26H56BClO2P with charge -1 (wB97M-V/def2-TZVPD, the Open Molecules 2025 dataset).

Its largest force on an atom is 3.1 eV/A. For the total energy, the calculation gives -2001.02166 a.u. The calculation puts the HOMO energy at -3.4 eV.

ORCA input file:
```
! wB97M-V def2-TZVPD RIJCOSX def2/J DEFGRID3
* xyz -1 1
C 8.906 -4.618 -0.130
C 8.828 -3.502 0.951
C 9.143 -2.091 0.418
C 7.918 -1.156 0.361
C 8.409 0.293 0.191
C 7.309 1.373 0.305
C 5.970 0.978 -0.366
C 5.241 2.184 -1.002
C 3.899 2.541 -0.320
C 3.064 3.378 -1.329
C 2.245 2.499 -2.286
C 0.756 2.383 -1.883
C 0.577 1.478 -0.628
C -0.878 0.998 -0.590
P -1.510 0.127 1.006
Cl 0.519 -0.256 1.831
C -3.349 0.348 0.411
C -4.385 0.109 1.524
C -5.168 -1.217 1.386
C -5.367 -1.892 2.776
C -6.561 -1.014 0.722
C -6.748 -2.108 -0.345
C -8.096 -2.035 -1.043
C -8.378 -2.946 -2.083
C -8.776 -4.363 -1.718
C -8.233 -2.488 -3.501
B -1.630 1.807 2.023
O -1.639 1.717 3.420
O -1.751 3.095 1.466
C -2.920 3.777 1.907
C -3.795 4.229 0.748
H 9.772 -5.268 0.004
H 8.964 -4.167 -1.121
H 8.011 -5.238 -0.063
H 9.587 -3.749 1.699
H 7.869 -3.557 1.467
H 9.652 -2.117 -0.549
H 9.848 -1.632 1.122
H 7.354 -1.265 1.289
H 7.342 -1.422 -0.528
H 9.113 0.467 1.016
H 9.003 0.374 -0.725
H 7.684 2.265 -0.200
H 7.165 1.565 1.371
H 5.343 0.410 0.321
H 6.245 0.304 -1.183
H 5.859 3.083 -0.957
H 5.009 1.936 -2.041
H 3.344 1.655 -0.016
H 4.113 3.210 0.520
H 3.794 3.966 -1.900
H 2.443 4.108 -0.803
H 2.255 2.995 -3.267
H 2.706 1.517 -2.436
H 0.408 3.404 -1.711
H 0.265 1.905 -2.736
H 0.847 2.113 0.219
H 1.289 0.668 -0.780
H -1.506 1.855 -0.863
H -0.998 0.277 -1.411
H -1.469 -1.147 0.267
H -2.032 -0.630 2.135
H -3.496 1.331 -0.051
H -3.550 -0.376 -0.392
H -3.969 0.156 2.536
H -5.136 0.912 1.472
H -4.623 -1.952 0.790
H -4.700 -2.746 2.910
H -6.391 -2.252 2.921
H -5.164 -1.192 3.589
H -7.361 -1.071 1.465
H -6.622 -0.021 0.268
H -6.628 -3.068 0.177
H -5.980 -1.946 -1.103
H -8.851 -1.293 -0.777
H -9.319 -4.385 -0.780
H -7.861 -4.964 -1.554
H -9.329 -4.868 -2.510
H -7.365 -2.988 -3.941
H -8.017 -1.419 -3.514
H -9.103 -2.680 -4.150
H -1.069 2.401 3.800
H -2.656 4.664 2.499
H -3.535 3.147 2.558
H -4.617 4.833 1.153
H -3.273 4.874 0.038
H -4.264 3.389 0.234
*
```

# 5
# C26H56Cl14N2NbO5

A structure of composition C26H56Cl14N2NbO5 (wB97M-V/def2-TZVPD, the Open Molecules 2025 dataset).

Its largest force on an atom is 1.3 eV/A. For the total energy, the calculation gives -8009.58075 a.u. The calculation puts the HOMO energy at -4.3 eV.

ORCA input file:
```
! wB97M-V def2-TZVPD RIJCOSX def2/J DEFGRID3
* xyz -1 1
C 1.437 1.768 2.056
O 0.928 2.833 1.314
C -0.416 2.606 0.825
Nb -0.710 2.535 -1.468
N -2.473 3.556 -1.311
C 0.222 4.468 -2.254
C 0.550 5.479 -1.157
C -0.610 6.169 -0.486
O -1.383 6.979 -1.378
C -1.741 0.521 -1.661
C -2.852 0.190 -0.671
C -4.220 0.771 -0.998
O -4.456 0.869 -2.396
N 1.130 1.512 -1.827
C 1.274 0.874 -3.080
C 1.814 1.746 -4.184
O 0.999 -0.293 -3.280
C 2.390 1.908 -1.292
C 3.158 0.790 -0.656
O 2.826 3.034 -1.362
H 1.378 0.818 1.510
H 2.486 1.981 2.261
H 0.899 1.643 3.008
H -0.820 1.706 1.310
H -1.034 3.430 1.206
H -0.961 2.407 -3.302
H -2.867 3.764 -0.400
H -2.644 4.324 -1.945
H 1.114 4.281 -2.843
H -0.478 4.918 -2.966
H 1.203 5.051 -0.390
H 1.125 6.292 -1.618
H -1.256 5.454 0.030
H -0.231 6.860 0.268
H -1.907 6.383 -1.922
H -0.928 -0.192 -1.534
H -2.126 0.368 -2.664
H -2.626 0.469 0.365
H -2.968 -0.894 -0.646
H -4.290 1.749 -0.521
H -4.996 0.146 -0.542
H -4.915 1.698 -2.565
H 1.000 1.905 -4.888
H 2.635 1.225 -4.678
H 2.145 2.712 -3.820
H 3.768 1.207 0.141
H 2.508 -0.003 -0.303
H 3.821 0.379 -1.422
Cl 5.273 1.402 2.293
C 5.411 2.717 3.490
C 5.945 2.233 4.809
Cl 4.787 1.168 5.658
H 4.425 3.163 3.595
H 6.092 3.454 3.070
H 6.122 3.088 5.459
H 6.863 1.665 4.697
Cl -5.216 -5.129 -2.627
C -5.568 -3.385 -2.847
C -4.721 -2.506 -1.972
Cl -5.127 -2.690 -0.241
H -6.625 -3.243 -2.643
H -5.366 -3.152 -3.891
H -4.890 -1.461 -2.234
H -3.661 -2.722 -2.085
Cl 0.699 -5.398 -1.648
C 0.851 -3.913 -2.640
C 1.545 -2.795 -1.915
Cl 0.562 -2.136 -0.591
H -0.151 -3.619 -2.940
H 1.425 -4.186 -3.523
H 1.704 -1.963 -2.601
H 2.497 -3.123 -1.503
Cl 8.071 -0.625 4.885
C 6.747 -1.506 4.065
C 7.042 -2.973 3.926
Cl 8.381 -3.290 2.782
H 6.591 -1.030 3.101
H 5.855 -1.367 4.673
H 6.162 -3.478 3.533
H 7.317 -3.426 4.874
Cl -7.112 -3.144 2.514
C -6.290 -4.722 2.603
C -6.334 -5.316 3.986
Cl -5.358 -4.393 5.159
H -5.269 -4.575 2.261
H -6.801 -5.387 1.909
H -5.927 -6.325 3.956
H -7.352 -5.350 4.365
Cl 6.508 -9.493 2.590
C 6.528 -7.780 2.084
C 7.610 -6.994 2.775
Cl 7.293 -6.800 4.521
H 5.545 -7.366 2.291
H 6.704 -7.767 1.010
H 7.664 -5.993 2.351
H 8.578 -7.477 2.671
Cl -8.178 1.951 -1.934
C -8.258 3.713 -2.192
C -7.398 4.152 -3.348
Cl -5.666 3.940 -2.995
H -7.944 4.193 -1.269
H -9.298 3.965 -2.393
H -7.560 5.211 -3.542
H -7.627 3.584 -4.246
*
```

Look up the total energy of the second one.
-10446.37301 a.u.